ClFeH6O3 | wB97M-V/def2-TZVPD

Positions of all 11 atoms, in Å:
Fe 1.4476 0.8865 -3.3498
Cl 0.3330 -0.1649 -1.4085
O 2.9239 -0.0226 0.6116
H 2.1175 -0.1817 0.1210
H 2.6379 0.4372 1.4009
O -2.0719 1.7661 -0.1572
H -1.5085 1.4852 -0.8782
H -2.3140 0.9544 0.2885
O -1.0023 -1.9421 1.3858
H -1.8740 -1.5539 1.4609
H -0.6891 -1.6642 0.5251

Values from the calculation:
**Frontier orbital gap (alpha / beta)**: 5.263 / 5.034 eV
**LUMO energy (alpha / beta)**: -9.0 / -9.2 eV
**Net charge**: +1
**Spin multiplicity**: 5
**ΔE to the lowest compared entry with this formula, charge and spin**: 38.1 kJ/mol
**Total energy**: -53138.8479 eV